Record 1
20
Properties=species:S:1:pos:R:3:nbo_charge:R:1 method="wB97M-V/def2-TZVPD" e_tot_ha=-626.8644 smiles="O=C1CC[C@H](O)N1C(O)(O)O" homo_lumo_gap_ev=10.9 e_lumo_ev=0.66 relative_energy_kj_mol=9.84
C 0.25611 1.37820 -0.18460 0.6932
C 1.75516 1.26113 -0.21981 -0.5121
C 2.09030 -0.17088 0.30676 -0.4029
C 0.69671 -0.93209 0.27141 0.2646
C -1.79902 -0.07514 0.09183 0.9087
N -0.21676 0.16306 0.18361 -0.4946
O -0.45418 2.33838 -0.37189 -0.6380
O 0.62800 -1.84447 -0.85528 -0.7318
O -2.10982 -1.03213 0.99998 -0.7231
O -1.98891 -0.60066 -1.17960 -0.7165
O -2.53325 1.03250 0.32731 -0.7217
H 1.99385 1.26862 -1.20607 0.2333
H 2.40770 1.82491 0.42615 0.2477
H 2.70629 -0.84997 -0.17640 0.2281
H 2.31580 -0.24361 1.27498 0.1979
H 0.70842 -1.55913 1.25205 0.1786
H 0.13991 -2.59584 -0.62920 0.4792
H -3.04516 -1.12075 1.22195 0.5071
H -1.49684 -0.06511 -1.86291 0.4870
H -2.05431 1.82296 0.32974 0.5153

Record 2
22
Properties=species:S:1:pos:R:3:nbo_charge:R:1 method="wB97M-V/def2-TZVPD" e_tot_ha=-1100.1667 homo_lumo_gap_ev=6.7 charge=-2 e_lumo_ev=6.17 relative_energy_kj_mol=106.19
C 1.03063 -1.29915 -0.52382 -0.4239
C -0.43381 -1.54768 -0.22449 -0.4703
C 1.22986 0.29784 -0.68258 -0.0802
C -0.93444 -0.15061 0.06963 0.2174
C 2.30911 0.90561 0.36351 0.0208
N -0.14737 0.81341 -0.51711 -0.1721
O -0.20889 2.14791 -0.05716 -0.5999
O -3.40704 0.82501 0.73628 -1.0208
O -2.94960 0.16102 -1.59392 -1.0376
O -3.10875 -1.58120 0.05845 -1.0468
O -0.92176 0.15129 1.90135 -0.9214
O 2.41608 2.21551 0.16751 -0.9418
S -2.77196 -0.14852 -0.16506 2.3539
H 1.68172 -1.54499 0.27228 0.1998
H 1.63529 -1.83466 -1.33355 0.1820
H -0.99830 -1.88405 -1.08827 0.2387
H -0.57796 -2.13704 0.59929 0.2380
H 1.74611 0.54847 -1.63245 0.1735
H 3.28094 0.07106 0.19988 -0.0120
H 2.13091 0.67005 1.47638 0.1170
H -1.72673 0.78402 2.03119 0.4726
H 0.72596 2.53670 -0.05733 0.5129

Record 3
23
Properties=species:S:1:pos:R:3:nbo_charge:R:1 method="wB97M-V/def2-TZVPD" e_tot_ha=-852.1212 homo_lumo_gap_ev="5.2 / 5.3" e_lumo_ev="-3.90 / -3.88" relative_energy_kj_mol=197.14
N -0.74496 2.79070 0.54206 0.5860
O -1.90048 3.12876 0.69231 -0.2381
O 0.29225 3.29056 0.93966 -0.2430
C 2.03521 -0.15576 0.96494 -0.6544
C 0.97337 -0.90456 0.21490 0.1675
C 1.46338 -1.50206 -1.13962 0.4267
O 1.28472 -1.01978 -2.24598 -0.4923
C -0.39506 0.09618 -0.08672 0.0599
O -0.77723 0.59218 1.04630 -0.5036
C -1.52585 -0.66797 -0.88411 -0.1295
O -2.63240 0.13451 -1.13711 -0.2578
O -2.09560 1.09490 -2.11517 -0.4685
O 0.48690 -2.01600 0.89204 -0.2748
O 0.39607 -1.61726 2.32501 -0.4251
H 2.44036 0.66285 0.36261 0.2288
H 1.59865 0.23314 1.88063 0.2542
H 2.84194 -0.84480 1.20989 0.2337
H 2.02013 -2.46515 -0.98042 0.1367
H 0.15784 0.77108 -0.77763 0.2377
H -1.08839 -1.10629 -1.79569 0.2006
H -1.86746 -1.45597 -0.19763 0.2069
H -2.70824 1.83206 -1.94263 0.4730
H -0.25516 -0.87130 2.23238 0.4753

Record 4
17
Properties=species:S:1:pos:R:3:nbo_charge:R:1 method="wB97M-V/def2-TZVPD" e_tot_ha=-724.0069 homo_lumo_gap_ev=8.7 e_lumo_ev=0.47 relative_energy_kj_mol=296.48
C -0.25392 2.30243 1.35093 -0.2539
C 0.24432 -0.10550 -0.60716 0.0534
C -0.01648 -1.54818 -0.87135 -0.2783
C -0.54190 -2.43094 -0.02660 -0.1313
C -0.97116 -2.23278 1.40404 -0.6638
H 0.75465 1.99934 1.39857 0.1963
H -0.32852 3.40108 1.34446 0.2011
H -0.82761 1.89846 2.20253 0.1689
H -1.71852 0.13343 -0.08483 0.3908
H 0.37403 -1.88095 -1.83252 0.2389
H -0.62608 -3.44564 -0.39761 0.2053
H -2.05025 -2.36802 1.50230 0.2214
H -0.69947 -1.24122 1.78701 0.2212
H -0.50691 -2.97584 2.02677 0.2270
N -0.78179 0.52583 -0.02448 -0.2993
O -0.81464 1.89568 0.10274 -0.3574
S 1.67832 0.60769 -1.00603 -0.1405

Record 5
17
Properties=species:S:1:pos:R:3:nbo_charge:R:1 method="wB97M-V/def2-TZVPD" e_tot_ha=-724.0575 smiles="C=CNC(=S)CCO" homo_lumo_gap_ev=8.9 e_lumo_ev=0.54 relative_energy_kj_mol=163.47
C -2.21921 0.32369 -0.44587 -0.0588
C -1.29607 0.00591 0.69990 -0.4826
C 0.18192 0.45467 0.38207 0.1139
C 2.42012 -0.65042 -0.02142 -0.0263
C 3.30554 0.26754 -0.31929 -0.4132
H -3.80662 -0.77876 -0.39206 0.4650
H -1.94005 -0.26749 -1.34329 0.1505
H -2.06800 1.35455 -0.68675 0.1990
H -1.74386 0.56475 1.56764 0.2477
H -1.41180 -1.06549 0.92025 0.1878
H 0.55537 -1.44591 0.35829 0.3959
H 2.67056 -1.67237 -0.01873 0.1923
H 4.34276 0.00786 -0.57423 0.2107
H 3.10039 1.30168 -0.31344 0.2283
N 1.02044 -0.55958 0.23349 -0.5690
O -3.58773 0.12149 -0.17224 -0.7091
S 0.47624 2.03788 0.12568 -0.1321

Record 6
17
Properties=species:S:1:pos:R:3:nbo_charge:R:1 method="wB97M-V/def2-TZVPD" e_tot_ha=-723.9784 homo_lumo_gap_ev="5.8 / 5.8" e_lumo_ev="-0.71 / -0.72" relative_energy_kj_mol=371.15
C -1.37861 1.44781 -0.00582 0.5087
C -1.88534 0.17448 -0.14873 -0.4585
C 1.14919 0.74678 0.02782 -0.0023
C -3.34998 0.07768 -0.01446 -0.6226
C 3.74308 -0.39413 -0.00375 -0.6656
N 0.12409 1.60464 -0.05892 -0.4676
O -2.01771 2.49345 0.06295 -0.7103
S 2.79634 1.25089 -0.02957 0.2951
H -1.35256 -0.61088 -0.44874 0.1722
H 0.81020 -0.21171 0.04494 0.2181
H -3.94072 0.69232 -0.61497 0.2098
H -3.74143 0.35439 0.92174 0.2051
H -3.68760 -0.86291 -0.08382 0.1951
H 4.69997 -0.02910 -0.05130 0.2315
H 3.28426 -1.04026 -0.77375 0.2392
H 3.46999 -0.82584 0.99140 0.2323
H 0.27025 2.59860 -0.09578 0.4197